{
  "formula": "C24H31N3O2",
  "method": "ωB97M-V/def2-TZVPD",
  "e_above_lowest_kcal_mol": 0.0,
  "e_homo_ev": -8.182,
  "species": ["C", "C", "C", "C", "C", "C", "N", "C", "O", "C", "N", "C", "O", "C", "C", "C", "C", "C", "C", "C", "C", "C", "N", "C", "C", "C", "C", "C", "C", "H", "H", "H", "H", "H", "H", "H", "H", "H", "H", "H", "H", "H", "H", "H", "H", "H", "H", "H", "H", "H", "H", "H", "H", "H", "H", "H", "H", "H", "H", "H"],
  "xyz": [[-7.882, -0.826, 0.756], [-7.178, -0.777, -0.601], [-5.708, -0.530, -0.422], [-5.205, 0.763, -0.356], [-3.860, 1.005, -0.148], [-2.982, -0.062, 0.005], [-1.608, 0.101, 0.211], [-0.891, 1.240, 0.368], [-1.350, 2.361, 0.336], [0.605, 0.981, 0.618], [0.970, -0.409, 0.464], [1.442, -1.163, 1.476], [1.402, -0.839, 2.644], [2.059, -2.497, 1.017], [3.573, -2.361, 1.284], [4.093, -1.309, 0.356], [4.859, -0.228, 0.758], [5.252, 0.722, -0.170], [4.869, 0.603, -1.496], [4.089, -0.468, -1.900], [3.703, -1.426, -0.978], [2.866, -2.621, -1.323], [1.749, -2.757, -0.386], [1.509, 1.859, -0.274], [1.049, 1.807, -1.731], [1.575, 3.306, 0.226], [2.426, 3.457, 1.481], [-3.476, -1.363, -0.059], [-4.822, -1.589, -0.267], [-7.469, -1.624, 1.368], [-8.948, -1.002, 0.627], [-7.746, 0.115, 1.285], [-7.334, -1.724, -1.122], [-7.616, 0.021, -1.205], [-5.877, 1.600, -0.473], [-3.486, 2.014, -0.098], [-1.086, -0.762, 0.315], [0.786, 1.224, 1.673], [1.132, -0.768, -0.467], [1.648, -3.283, 1.659], [4.065, -3.319, 1.092], [3.730, -2.090, 2.328], [5.143, -0.130, 1.795], [5.854, 1.562, 0.143], [5.171, 1.349, -2.215], [3.781, -0.558, -2.932], [2.445, -2.529, -2.330], [3.519, -3.511, -1.314], [1.323, -3.668, -0.502], [2.517, 1.431, -0.213], [1.774, 2.309, -2.367], [0.090, 2.306, -1.842], [0.950, 0.780, -2.078], [0.563, 3.664, 0.412], [2.008, 3.921, -0.566], [2.475, 4.502, 1.777], [2.012, 2.891, 2.312], [3.439, 3.102, 1.299], [-2.799, -2.198, 0.060], [-5.190, -2.605, -0.313]],
  "mulliken_charge": [-1.05, -1.03, 0.69, -0.79, -0.43, 0.89, -0.01, -0.09, -0.70, 0.20, -0.25, 0.04, -0.72, 0.06, -1.47, 0.80, -0.74, -0.75, -0.48, -0.89, 1.11, -1.16, -0.43, 2.30, -1.92, -0.56, -1.16, -0.68, -0.75, 0.32, 0.35, 0.32, 0.35, 0.35, 0.36, 0.51, -0.05, 0.53, 0.30, 0.54, 0.40, 0.45, 0.44, 0.45, 0.42, 0.43, 0.44, 0.40, 0.37, -1.29, 0.49, 0.42, 0.32, 0.23, 0.42, 0.43, 0.30, 0.22, 0.37, 0.35]
}



{
  "formula": "C24H31N3O4S",
  "method": "ωB97M-V/def2-TZVPD",
  "e_above_lowest_kcal_mol": 45.7,
  "e_homo_ev": -7.340,
  "species": ["C", "O", "C", "C", "C", "C", "N", "C", "C", "N", "C", "O", "C", "C", "C", "C", "N", "S", "O", "O", "C", "C", "C", "C", "C", "C", "C", "C", "C", "C", "C", "C", "H", "H", "H", "H", "H", "H", "H", "H", "H", "H", "H", "H", "H", "H", "H", "H", "H", "H", "H", "H", "H", "H", "H", "H", "H", "H", "H", "H", "H", "H", "H"],
  "xyz": [[-1.324, 4.936, -1.198], [-0.487, 3.845, -0.909], [-0.892, 2.965, 0.061], [-2.044, 3.081, 0.826], [-2.343, 2.127, 1.780], [-1.524, 1.020, 2.009], [-1.863, 0.121, 3.029], [-0.980, -0.972, 3.379], [-1.438, -2.292, 2.702], [-2.266, -1.977, 1.562], [-1.897, -1.944, 0.259], [-2.666, -1.561, -0.605], [-0.512, -2.460, -0.092], [-0.571, -3.952, -0.446], [0.817, -4.433, -0.864], [1.334, -3.589, -2.029], [1.323, -2.175, -1.715], [2.589, -1.650, -0.742], [2.239, -1.627, 0.659], [3.753, -2.404, -1.106], [2.782, 0.045, -1.274], [2.404, 0.435, -2.544], [2.525, 1.766, -2.906], [3.031, 2.705, -2.014], [3.083, 4.154, -2.382], [3.442, 2.282, -0.754], [3.313, 0.956, -0.380], [0.029, -1.684, -1.298], [-3.512, -1.340, 1.949], [-3.236, -0.339, 3.093], [-0.360, 0.924, 1.240], [-0.057, 1.877, 0.290], [-1.431, 5.602, -0.334], [-0.838, 5.478, -2.009], [-2.315, 4.608, -1.528], [-2.721, 3.911, 0.698], [-3.235, 2.270, 2.369], [0.044, -0.729, 3.109], [-1.018, -1.092, 4.469], [-2.054, -2.876, 3.395], [-0.584, -2.903, 2.423], [0.196, -2.309, 0.722], [-0.930, -4.529, 0.411], [-1.278, -4.093, -1.268], [1.510, -4.326, -0.026], [0.785, -5.484, -1.156], [2.366, -3.848, -2.267], [0.708, -3.737, -2.915], [2.005, -0.299, -3.224], [2.211, 2.082, -3.890], [3.899, 4.659, -1.873], [2.148, 4.626, -2.078], [3.196, 4.283, -3.456], [3.844, 3.000, -0.054], [3.596, 0.616, 0.604], [0.136, -0.627, -1.047], [-0.669, -1.770, -2.136], [-4.239, -2.098, 2.261], [-3.894, -0.828, 1.063], [-3.933, 0.493, 3.032], [-3.372, -0.819, 4.067], [0.333, 0.106, 1.356], [0.841, 1.790, -0.299]],
  "mulliken_charge": [-1.03, -0.34, 0.31, -0.93, -0.96, 0.16, -0.04, -1.02, -0.68, 0.21, -0.26, -0.74, 1.77, -1.27, -0.50, -1.06, 0.30, 1.26, -0.68, -0.79, -0.08, -0.02, -0.92, 1.09, -1.50, -0.71, -0.49, -1.68, -0.87, -0.86, 0.58, 0.19, 0.40, 0.22, 0.39, 0.40, 0.32, 0.51, 0.38, 0.55, 0.29, 0.60, 0.39, 0.33, 0.35, 0.47, 0.50, 0.40, 0.51, 0.40, 0.40, 0.17, 0.40, 0.37, 0.46, 0.01, 0.38, 0.36, 0.47, 0.33, 0.37, 0.34, 0.05]
}



{
  "formula": "C24H31NO7",
  "method": "ωB97M-V/def2-TZVPD",
  "e_above_lowest_kcal_mol": 85.5,
  "e_homo_ev": -7.406,
  "species": ["C", "O", "C", "C", "C", "O", "C", "C", "C", "C", "O", "N", "C", "C", "C", "C", "C", "C", "C", "O", "C", "C", "O", "C", "C", "O", "C", "C", "C", "O", "C", "C", "H", "H", "H", "H", "H", "H", "H", "H", "H", "H", "H", "H", "H", "H", "H", "H", "H", "H", "H", "H", "H", "H", "H", "H", "H", "H", "H", "H", "H", "H", "H"],
  "xyz": [[-5.022, -4.118, -0.379], [-3.898, -3.843, -1.177], [-3.117, -2.771, -0.862], [-2.024, -2.558, -1.694], [-1.162, -1.499, -1.460], [-0.100, -1.271, -2.272], [-1.369, -0.634, -0.382], [-0.399, 0.495, -0.119], [-0.553, 1.557, -1.231], [-0.145, 2.945, -0.778], [0.936, 3.444, -1.053], [-1.048, 3.620, -0.041], [-2.412, 3.234, 0.267], [-2.881, 4.307, 1.250], [-2.116, 5.545, 0.787], [-0.753, 4.967, 0.423], [1.006, -0.055, 0.029], [1.179, -1.253, 0.714], [2.444, -1.787, 0.890], [2.703, -2.959, 1.545], [1.615, -3.703, 2.026], [3.577, -1.123, 0.386], [4.772, -1.766, 0.591], [5.930, -0.994, 0.808], [3.397, 0.084, -0.299], [4.513, 0.706, -0.798], [4.352, 1.935, -1.467], [2.116, 0.605, -0.461], [-2.479, -0.851, 0.435], [-2.649, 0.041, 1.463], [-3.704, -0.156, 2.371], [-3.351, -1.911, 0.203], [-4.740, -4.330, 0.658], [-5.744, -3.295, -0.400], [-5.480, -5.006, -0.813], [-1.862, -3.234, -2.519], [-0.034, -1.977, -2.926], [-0.671, 0.946, 0.842], [-1.596, 1.577, -1.551], [0.062, 1.268, -2.082], [-3.025, 3.257, -0.644], [-2.462, 2.233, 0.695], [-2.578, 4.041, 2.263], [-3.961, 4.441, 1.231], [-2.594, 5.972, -0.096], [-2.049, 6.313, 1.554], [-0.093, 4.918, 1.297], [-0.234, 5.521, -0.361], [0.313, -1.759, 1.108], [1.056, -3.157, 2.795], [2.046, -4.601, 2.468], [0.930, -3.989, 1.220], [6.659, -1.680, 1.241], [5.742, -0.176, 1.509], [6.326, -0.580, -0.123], [3.881, 2.689, -0.830], [3.762, 1.821, -2.381], [5.361, 2.256, -1.726], [1.995, 1.542, -0.971], [-3.608, 0.639, 3.109], [-4.680, -0.074, 1.882], [-3.628, -1.124, 2.876], [-4.200, -2.063, 0.846]],
  "mulliken_charge": [-0.83, -0.48, 0.24, -1.25, 1.60, -0.45, -0.81, 1.04, -1.61, 0.15, -0.75, 0.24, 0.12, -0.77, -0.65, -0.63, -1.80, -0.92, 0.75, -0.48, -0.89, 0.64, -0.51, -0.77, 0.57, -0.52, -0.88, -0.22, 0.84, -0.41, -1.15, -0.56, 0.32, 0.32, 0.25, 0.34, 0.33, 1.15, 0.47, 0.71, 0.13, -0.15, 0.31, 0.40, 0.30, 0.37, 0.30, 0.33, 0.58, 0.32, 0.24, 0.35, 0.29, 0.32, 0.22, 0.35, 0.33, 0.24, 0.38, 0.28, 0.40, 0.41, 0.57]
}



{
  "formula": "C24H32AuN4O",
  "method": "ωB97M-V/def2-TZVPD",
  "e_above_lowest_kcal_mol": 4.0,
  "charge": -1,
  "e_homo_ev": -4.031,
  "species": ["Au", "C", "C", "C", "C", "C", "C", "C", "C", "N", "C", "C", "C", "C", "H", "H", "H", "H", "H", "H", "H", "H", "H", "H", "H", "H", "H", "H", "H", "H", "H", "H", "C", "C", "C", "C", "C", "C", "C", "H", "H", "H", "H", "H", "H", "H", "C", "N", "C", "C", "C", "N", "C", "O", "N", "H", "H", "H", "H", "H", "H", "H"],
  "xyz": [[-14.058, -7.495, -9.513], [-8.456, -8.186, -10.758], [-9.729, -8.610, -11.514], [-9.676, -9.031, -12.858], [-10.825, -9.400, -13.543], [-10.700, -9.900, -14.963], [-12.015, -9.366, -12.809], [-12.111, -8.993, -11.482], [-10.910, -8.665, -10.862], [-13.345, -8.948, -10.845], [-13.800, -10.327, -10.483], [-12.953, -10.853, -9.383], [-13.807, -11.390, -11.629], [-15.260, -10.240, -10.062], [-8.294, -7.140, -10.948], [-7.559, -8.751, -11.001], [-8.655, -8.330, -9.707], [-8.737, -9.073, -13.388], [-10.900, -9.095, -15.680], [-11.477, -10.642, -15.199], [-9.722, -10.275, -15.155], [-12.928, -9.625, -13.340], [-10.932, -8.400, -9.819], [-11.907, -10.912, -9.753], [-13.259, -11.889, -9.131], [-12.932, -10.249, -8.452], [-12.815, -11.620, -12.108], [-14.464, -11.021, -12.444], [-14.213, -12.340, -11.304], [-15.403, -9.397, -9.382], [-15.607, -11.210, -9.637], [-15.857, -9.985, -10.970], [-14.893, -6.044, -8.214], [-14.575, -6.140, -6.768], [-13.815, -5.133, -6.143], [-13.660, -5.048, -4.743], [-14.269, -6.016, -3.959], [-15.025, -7.010, -4.527], [-15.118, -7.109, -5.920], [-14.770, -4.988, -8.522], [-15.932, -6.325, -8.246], [-13.472, -4.340, -6.760], [-13.084, -4.228, -4.273], [-14.219, -5.893, -2.887], [-15.588, -7.671, -3.913], [-15.879, -7.772, -6.317], [-9.896, -5.277, -2.084], [-9.984, -5.986, -3.342], [-10.842, -7.081, -3.427], [-11.215, -7.542, -4.615], [-10.597, -6.942, -5.776], [-9.812, -5.895, -5.731], [-9.551, -5.328, -4.498], [-8.903, -4.275, -4.334], [-10.935, -7.469, -6.974], [-10.156, -6.006, -1.288], [-10.572, -4.404, -2.101], [-8.864, -4.936, -1.960], [-11.314, -7.359, -2.521], [-11.967, -8.301, -4.796], [-11.818, -7.912, -7.025], [-10.663, -6.989, -7.812]],
  "mulliken_charge": [0.16, -1.51, 0.11, -0.45, 0.39, -1.53, -0.05, -0.13, -0.09, -0.51, 1.88, -1.45, -1.88, -1.59, 0.32, 0.38, 0.35, 0.32, 0.30, 0.33, 0.39, 0.51, 0.32, 0.37, 0.44, 0.09, 0.35, 0.34, 0.50, 0.27, 0.34, 0.38, -1.64, 0.81, -0.49, -0.61, -0.29, -0.91, -0.11, 0.34, 0.43, 0.33, 0.37, 0.43, 0.43, 0.34, -0.96, 0.06, -0.07, -0.66, 0.88, -0.70, 0.40, -0.70, -0.20, 0.38, 0.27, 0.30, 0.38, 0.30, -0.05, 0.26]
}



Number 1: frontier orbital gap 8.640 eV. Number 2: frontier orbital gap 8.103 eV. Number 3: frontier orbital gap 7.884 eV. Number 4: frontier orbital gap 6.710 eV.